[1]
Formula: C15H31MnNO2P2
Source: the Open Molecules 2025 dataset
Level of theory: ωB97M-V/def2-TZVPD

For the HOMO energy (alpha / beta), the calculation gives -14.435 / -14.556 eV. As for the spin multiplicity: 4. For the molar mass, the calculation gives 374.30 g mol⁻¹. The strongest force on any atom comes out at 0.10432 hartree/bohr. The expectation value of S² is 4.19. The relative energy (zero: lowest compared OMol25 entry of this formula, charge and spin) comes out at 74.5 kcal/mol. Its HOMO-LUMO gap (alpha / beta) is 6.44 / 6.64 eV. The net charge is +2.

CARTESIAN COORDINATES (ANGSTROEM)
P: 0.28934 -2.17837 1.69853
P: -0.05786 2.01955 1.78693
C: -0.12058 -0.72634 0.36766
C: 0.45550 0.72134 0.45366
H: -1.11191 -0.77055 -0.13213
H: 0.59534 -1.23276 -0.30753
H: 1.52727 0.69721 0.20302
H: -0.04987 1.28685 -0.32443
C: -1.73827 2.66690 1.34703
H: -2.06049 3.16679 2.27231
H: -2.44606 1.84117 1.15309
H: -1.80977 3.39008 0.52145
C: 1.25982 3.22366 1.97464
H: 1.18156 4.14811 1.36925
H: 2.25143 2.76279 1.78856
H: 1.18310 3.47791 3.04884
C: -0.95575 -3.44710 1.34895
H: -0.91919 -4.07749 2.24737
H: -0.79358 -4.07510 0.46578
H: -1.94499 -2.97950 1.27971
C: 2.05391 -2.61088 1.36845
H: 2.68917 -1.71125 1.38519
H: 2.27303 -3.17235 0.44211
H: 2.32357 -3.25214 2.22105
Mn: -0.40297 -0.06054 2.18017
C: 0.49740 1.53389 -2.33750
C: -0.87398 1.56617 -2.16476
C: -1.75684 0.86138 -3.14593
C: -1.35605 -0.60341 -3.49429
C: -0.64698 -1.35310 -2.40670
C: 0.70592 -1.43546 -2.33957
C: 1.57778 -0.63019 -3.26322
C: 1.15991 0.85509 -3.48445
C: 0.06668 -1.23408 3.84296
H: 1.16635 2.09967 -1.69536
H: -1.35888 2.24584 -1.46022
H: -1.77952 1.45627 -4.08351
H: -2.79317 0.86480 -2.76928
H: -2.27718 -1.14960 -3.74353
H: -0.74153 -0.58354 -4.40760
H: -1.29608 -1.93704 -1.74912
H: 1.22945 -2.21275 -1.75544
H: 1.59039 -1.14297 -4.24119
H: 2.61567 -0.65612 -2.90076
H: 2.08336 1.41756 -3.70416
H: 0.53834 0.90792 -4.39321
H: 0.83782 -0.59724 4.28920
H: 0.38420 -2.28551 3.95945
H: -0.87835 -1.10392 4.37495
O: -1.81173 0.96439 4.54867
N: -0.75938 1.20031 3.89951
O: 0.20465 1.84361 4.46538

The molecule's Mulliken atomic charges, reported in e, are given here: 0.689, 0.585, 0.052, 0.502, 0.769, -0.405, 0.995, -1.464, -1.218, 0.411, 0.388, 0.459, -1.072, 0.410, 0.383, 0.404, -1.132, 0.410, 0.401, 0.418, -1.072, 0.427, 0.429, 0.424, -0.398, -0.242, -0.039, -1.113, -0.919, -0.420, -0.392, -1.096, -1.076, -1.505, 0.701, 0.515, 0.326, 0.385, 0.495, 0.318, 0.820, 0.770, 0.335, 0.395, 0.488, 0.381, 0.490, 0.488, 0.556, -0.485, 0.571, -0.545

***

[2]
Formula: C15H32Br3NO4PS2
Source: the Open Molecules 2025 dataset
Level of theory: ωB97M-V/def2-TZVPD

For the HOMO energy, the calculation gives -11.993 eV. As for the spin multiplicity: 1. For the molar mass, the calculation gives 625.24 g mol⁻¹. The strongest force on any atom comes out at 0.01603 hartree/bohr. Its HOMO-LUMO gap is 9.27 eV. The net charge is +1.

CARTESIAN COORDINATES (ANGSTROEM)
C: 5.75145 0.75214 1.58823
C: 5.21528 -0.63267 1.92567
O: 3.93899 -0.51840 2.55344
C: 3.11068 -1.63358 2.46405
C: 1.62314 -1.23674 2.58238
N: 0.86470 -1.43482 1.29523
C: -0.59087 -2.02068 1.38055
S: -1.40832 -1.84370 2.94736
C: -1.32296 -1.42210 0.14182
O: -2.21802 -0.44865 0.57922
C: -2.64921 0.54616 -0.34058
C: -3.69292 1.41233 0.35854
C: -3.09296 2.20189 1.51359
O: -4.18176 2.35535 -0.57723
C: -0.17455 -0.89520 -0.73751
C: 0.44657 -2.04689 -1.54250
C: 1.69160 -1.76008 -2.38263
C: 1.60418 -0.60453 -3.39105
S: 0.03406 -0.53360 -4.31683
C: 0.68905 -0.27033 0.37234
P: 2.09163 0.87620 0.07304
O: 2.26054 1.84231 1.18063
H: 6.84256 0.71310 1.51758
H: 5.46758 1.46330 2.36537
H: 5.36701 1.13267 0.63991
H: 5.13250 -1.26630 1.02760
H: 5.90391 -1.15116 2.60506
H: 3.31941 -2.33185 3.28812
H: 3.30644 -2.20207 1.53534
H: 1.51678 -0.19551 2.89954
H: 1.13283 -1.87838 3.31586
H: 1.39508 -2.14063 0.78541
H: -0.46468 -3.09898 1.24196
H: -1.44536 -0.50356 2.92215
H: -1.83734 -2.26165 -0.34781
H: -3.06442 0.08027 -1.24498
H: -1.81665 1.20500 -0.63439
H: -4.49978 0.76490 0.72716
H: -3.73098 3.06009 1.73618
H: -2.09781 2.58469 1.25207
H: -3.01183 1.59305 2.41692
H: -4.59263 1.90283 -1.31848
H: -0.49253 -0.10623 -1.42134
H: -0.33958 -2.41986 -2.20874
H: 0.67782 -2.89446 -0.87657
H: 2.57171 -1.61310 -1.73813
H: 1.90285 -2.67550 -2.94847
H: 2.39083 -0.73785 -4.13943
H: 1.78501 0.37251 -2.94086
H: -0.41248 0.61790 -3.80067
H: 0.03791 0.42843 0.92820
H: 1.66807 1.42528 -1.14832
H: 3.19219 0.06893 -0.27149
C: -7.28182 3.48147 -2.80777
Br: -6.38852 4.93905 -3.67523
Br: -6.45175 1.79052 -3.24894
Br: -7.38133 3.72940 -0.90983
H: -8.29129 3.43928 -3.19076

The molecule's Mulliken atomic charges, reported in e, are given here: -1.103, -0.255, -0.301, -0.719, -0.739, 0.224, -0.794, -0.083, -0.129, -0.240, -0.550, 0.311, -1.290, -0.392, 0.774, -1.256, -0.769, -0.549, -0.197, -0.555, 0.717, -0.626, 0.392, 0.288, 0.223, 0.275, 0.385, 0.453, 0.308, 0.422, 0.606, 0.366, 0.434, 0.140, 0.494, 0.410, 0.163, 0.335, 0.398, 0.303, 0.271, 0.132, 0.190, 0.423, 0.484, 0.151, 0.456, 0.514, 0.105, 0.129, 0.252, 0.058, -0.025, -0.319, 0.015, -0.057, 0.014, 0.334

***

[3]
Formula: C15H32N2O5P2V
Source: the Open Molecules 2025 dataset
Level of theory: ωB97M-V/def2-TZVPD

For the HOMO energy (alpha / beta), the calculation gives -10.693 / -10.775 eV. As for the spin multiplicity: 3. For the molar mass, the calculation gives 433.32 g mol⁻¹. The strongest force on any atom comes out at 0.10584 hartree/bohr. The expectation value of S² is 2.02. The relative energy (zero: lowest compared OMol25 entry of this formula, charge and spin) comes out at 0.4 kcal/mol. Its HOMO-LUMO gap (alpha / beta) is 7.23 / 7.38 eV. The net charge is +1.

CARTESIAN COORDINATES (ANGSTROEM)
O: 1.36542 -5.37357 -0.19502
H: 2.21430 -5.12237 0.17241
V: 0.66079 -0.17813 -0.10035
N: 2.03727 1.02431 -1.10746
N: 0.85284 -1.12103 -2.03658
O: 2.91937 2.08113 -0.61158
O: 0.11339 -1.99801 -2.59072
C: 2.31853 0.70815 -2.32705
C: 1.75961 -0.42124 -2.85536
C: 3.32994 1.60272 -3.01951
C: 1.94298 -1.06846 -4.19848
H: 4.31405 1.48515 -2.51682
H: 3.04707 2.67403 -2.96717
H: 3.40517 1.28480 -4.05824
H: 1.04684 -1.66098 -4.44381
H: 2.82225 -1.72010 -4.16410
H: 2.09704 -0.29517 -4.91694
H: 2.92697 1.94221 0.35526
H: 1.22424 -4.67937 -0.88178
O: -1.13210 1.21031 -2.00928
H: -1.03193 1.28893 -2.95803
H: -1.91977 1.75007 -1.82371
C: 1.58193 -0.63779 1.39443
H: 0.80101 -1.46806 1.32295
H: 2.23223 -1.28361 0.81048
H: 1.88714 -0.72646 2.45373
O: 3.34495 -2.74494 3.26243
H: 4.18531 -2.27054 3.17240
H: 3.14303 -2.67701 4.22607
C: -1.72932 -2.43248 1.43808
P: -1.51183 -1.04696 0.21861
C: -2.38148 -1.59053 -1.29972
C: -2.63944 0.27913 0.92238
C: -4.02938 0.22207 0.95595
C: -4.79902 1.29567 1.44930
C: -4.15068 2.44241 1.92411
C: -2.73442 2.50557 1.92322
C: -1.97864 1.42075 1.42658
P: -0.13267 1.47037 1.30242
C: 0.18467 3.13339 0.66048
C: 0.43199 1.53065 3.04756
H: -2.67828 -2.95546 1.26313
H: -1.75396 -2.00007 2.44478
H: -0.90603 -3.14982 1.36361
H: -3.34135 -2.06709 -1.08387
H: -2.52795 -0.70161 -1.92246
H: -1.72107 -2.27175 -1.84658
H: -4.56376 -0.64832 0.58855
H: -5.87885 1.25619 1.46193
H: -4.72479 3.29260 2.29646
H: -2.25462 3.39329 2.30400
H: 0.09977 3.86235 1.47712
H: 1.18769 3.19012 0.21578
H: -0.56371 3.35349 -0.10944
H: 0.50206 2.56718 3.37634
H: -0.30083 0.99794 3.66153
H: 1.40606 1.04598 3.15196

The molecule's Mulliken atomic charges, reported in e, are given here: -0.636, 0.317, -0.305, 0.976, 0.784, -0.666, -0.740, 0.155, 0.075, -1.405, -1.487, 0.293, 0.336, 0.390, 0.382, 0.254, 0.480, 0.353, 0.313, -0.521, 0.235, 0.278, -1.504, 0.205, 0.413, 0.505, -0.646, 0.319, 0.318, -1.373, 1.460, -1.337, -0.009, -0.598, -0.783, -0.663, -0.735, -0.066, 1.892, -1.498, -1.488, 0.428, 0.401, 0.468, 0.503, 0.290, 0.500, 0.379, 0.426, 0.409, 0.414, 0.453, 0.454, 0.327, 0.405, 0.391, 0.477